{
  "formula": "C25H61BINO21P5",
  "method": "the ωB97M-V functional and the def2-TZVPD basis",
  "species": ["C", "C", "B", "O", "C", "C", "N", "C", "C", "C", "C", "C", "I", "C", "H", "H", "H", "H", "H", "H", "H", "H", "H", "H", "H", "H", "H", "H", "H", "H", "C", "O", "P", "O", "O", "C", "O", "C", "H", "H", "H", "H", "H", "H", "H", "H", "H", "C", "O", "P", "O", "O", "C", "O", "C", "H", "H", "H", "H", "H", "H", "H", "H", "H", "C", "O", "P", "O", "O", "C", "O", "C", "H", "H", "H", "H", "H", "H", "H", "H", "H", "C", "O", "P", "O", "O", "C", "O", "C", "H", "H", "H", "H", "H", "H", "H", "H", "H", "C", "O", "P", "O", "O", "C", "O", "C", "H", "H", "H", "H", "H", "H", "H", "H", "H"],
  "coordinates": [[1.48635, 0.64493, 0.48707], [1.84635, 1.40179, -0.95946], [0.38946, 1.91017, -1.61667], [0.08535, 1.81076, -3.05972], [-0.69570, 2.51022, -0.48731], [-0.63635, 4.06666, 0.03881], [-1.62533, 4.51585, 1.09470], [-2.68164, 3.58842, 1.71949], [-2.86360, 2.01408, 1.25577], [-3.96567, 0.95687, 1.85189], [-5.45189, 1.03891, 1.15592], [-5.72915, -0.16053, 0.03783], [-5.82988, 0.75998, -1.95841], [-1.81343, 1.46100, 0.10611], [1.16162, 1.42758, 1.32634], [0.62312, -0.13907, 0.30787], [2.45279, 0.11015, 0.93845], [2.46875, 2.34848, -0.66665], [2.40933, 0.63206, -1.64191], [-0.09314, 0.85161, -3.29795], [0.16918, 4.81211, -0.40693], [-1.56194, 5.51576, 1.43607], [-3.39495, 3.98798, 2.55660], [-4.10268, 1.11993, 3.00660], [-3.57471, -0.14215, 1.69252], [-6.24459, 0.84147, 2.02304], [-5.72595, 2.11232, 0.73128], [-6.73617, -0.72518, 0.34045], [-4.85561, -0.93719, 0.09224], [-1.80386, 0.37021, -0.32429], [-6.09381, 6.93885, 8.32670], [-4.86330, 7.13013, 7.65238], [-4.79383, 6.77941, 5.95971], [-5.81214, 5.64063, 6.10679], [-3.29401, 6.10465, 6.13163], [-2.42375, 6.47220, 7.18250], [-4.72436, 6.42878, 4.26707], [-3.74987, 7.14683, 3.53789], [-6.06260, 7.49273, 9.26927], [-6.92854, 7.30787, 7.72949], [-6.22617, 5.87793, 8.56470], [-2.70427, 5.94624, 8.10110], [-2.42954, 7.55518, 7.34074], [-1.40878, 6.16971, 6.91324], [-2.76258, 6.70266, 3.68762], [-3.73761, 8.19780, 3.84767], [-3.99978, 7.09296, 2.47500], [-0.10062, -5.21390, -1.75273], [1.24992, -5.39234, -1.36590], [2.13340, -4.01074, -0.81490], [1.36603, -3.08284, -1.76650], [3.48387, -4.51520, -1.62489], [3.71074, -5.87685, -1.92689], [3.01686, -2.62921, -0.26382], [4.07917, -2.90362, 0.62675], [-0.59163, -6.19118, -1.75918], [-0.62488, -4.56160, -1.05326], [-0.14559, -4.80863, -2.76932], [3.13891, -6.16261, -2.81599], [3.45216, -6.51875, -1.07894], [4.77267, -6.01021, -2.14752], [4.95165, -3.26254, 0.07502], [3.77343, -3.64972, 1.36871], [4.34869, -1.97879, 1.14360], [4.52959, -4.37778, 7.65702], [3.58862, -3.36924, 7.33628], [3.64319, -2.67148, 5.75417], [5.16872, -2.82585, 5.68833], [3.34113, -1.16890, 6.37491], [2.65829, -0.98792, 7.59874], [3.69768, -1.97379, 4.17206], [2.47267, -1.45592, 3.69445], [4.16891, -4.92241, 8.53423], [4.64703, -5.08011, 6.83085], [5.49033, -3.92054, 7.91706], [3.34809, -1.13410, 8.43657], [1.80376, -1.66702, 7.67939], [2.28626, 0.03879, 7.63901], [2.27792, -0.47631, 4.13815], [1.65049, -2.14175, 3.92750], [2.54207, -1.34065, 2.60957], [-6.49669, 5.02864, -9.20564], [-6.32097, 4.90936, -7.80552], [-6.89578, 3.47523, -7.02720], [-8.06679, 3.35460, -8.01188], [-7.44240, 4.35799, -5.74025], [-6.87859, 5.60705, -5.39567], [-7.47049, 2.04109, -6.24889], [-6.79814, 1.68579, -5.05782], [-5.81767, 5.80202, -9.57584], [-6.26783, 4.08903, -9.70999], [-7.52114, 5.34763, -9.42580], [-7.29029, 6.39268, -6.03788], [-5.78679, 5.58200, -5.46817], [-7.14915, 5.83560, -4.36188], [-7.15295, 2.29964, -4.22611], [-5.71599, 1.80890, -5.17798], [-7.01357, 0.63740, -4.83518], [6.45649, -5.14514, -4.55123], [7.78882, -5.53993, -4.82412], [8.04683, -7.04540, -5.63649], [6.82086, -7.67356, -4.95988], [9.34777, -7.37656, -4.67097], [10.10202, -6.35314, -4.05413], [8.30486, -8.55078, -6.44892], [9.49700, -8.63723, -7.20275], [6.44857, -4.07144, -4.34307], [5.80738, -5.34253, -5.40523], [6.09088, -5.66319, -3.65811], [9.59070, -6.00517, -3.15046], [10.27760, -5.52088, -4.74292], [11.07017, -6.76593, -3.76010], [10.34781, -8.82771, -6.54375], [9.66101, -7.71220, -7.76674], [9.40580, -9.46985, -7.90526]],
  "forces_ev_per_angstrom": [[0.5, 0.1, 0.5], [-1.0, -0.5, 1.0], [1.1, -0.5, -1.3], [-0.4, -1.3, 3.4], [-3.0, 1.7, 2.5], [-2.5, -3.6, 0.9], [-0.1, -3.9, -1.1], [1.5, -2.5, -2.4], [3.1, 1.7, -1.9], [0.0, 0.4, 0.1], [-1.1, -0.2, 0.5], [0.1, -0.1, 2.0], [0.1, -0.8, 1.1], [0.4, 4.9, 1.4], [0.5, -1.7, -2.0], [1.9, 1.4, 0.6], [-2.2, 1.0, -1.3], [-0.8, -1.8, -0.8], [-0.9, 1.8, 1.3], [0.6, 1.6, 0.2], [-2.1, -1.5, 1.3], [-0.2, -1.7, -0.5], [1.7, -0.4, -1.8], [0.5, -0.2, -2.3], [-0.5, 2.3, 0.3], [1.8, 0.5, -1.8], [0.8, -2.4, 0.8], [2.2, 1.4, -1.1], [-1.7, 1.5, -0.4], [-0.2, 2.3, 1.1], [-0.5, 0.2, 0.4], [1.1, 2.4, -1.6], [-1.6, -10.0, 2.2], [-0.3, 2.0, -0.5], [-0.2, 1.9, -0.7], [0.6, 0.1, 0.7], [0.3, 3.1, 0.8], [0.2, 0.2, -0.5], [0.2, 0.2, -0.2], [-0.1, -0.3, 0.1], [0.0, 0.2, -0.4], [0.0, 0.3, -0.1], [0.1, -0.3, 0.2], [-0.2, 0.0, -0.2], [0.1, 0.1, 0.1], [0.3, -0.1, -0.4], [-0.1, 0.1, 0.1], [-0.5, -0.2, 0.0], [1.1, -0.4, 2.8], [0.1, 4.1, -9.6], [-0.7, -0.3, 1.9], [-0.4, -0.3, 2.1], [0.3, -0.9, -0.3], [-1.1, -2.4, 2.1], [0.8, 0.1, 0.5], [0.3, 0.0, 0.2], [-0.1, 0.1, -0.3], [0.1, 0.2, 0.3], [0.0, -0.1, 0.3], [0.0, 0.0, -0.3], [-0.2, 0.2, 0.2], [-0.1, -0.1, 0.1], [0.4, 0.2, 0.1], [-0.1, -0.1, 0.0], [0.2, -0.5, 0.2], [-2.8, -0.2, -1.3], [9.3, 4.3, 2.2], [-1.5, -1.3, -0.6], [-1.6, -1.1, -0.7], [-0.3, 0.3, 0.7], [-2.6, -2.0, 0.8], [-0.4, 0.3, -0.4], [-0.3, 0.1, -0.2], [0.3, 0.1, 0.1], [-0.2, 0.0, -0.4], [-0.2, -0.1, -0.1], [0.2, 0.1, 0.2], [0.1, -0.1, -0.2], [-0.1, 0.0, 0.0], [-0.1, 0.3, -0.2], [0.0, -0.1, 0.1], [0.2, 0.1, -0.5], [2.3, -1.3, 1.6], [-9.9, 2.5, -2.2], [2.0, -0.8, -0.1], [1.9, -0.8, 0.2], [0.1, 0.7, 0.2], [3.4, 0.5, -0.2], [0.1, -0.4, 0.5], [0.2, -0.1, 0.3], [-0.3, 0.1, -0.1], [0.1, -0.4, 0.2], [0.2, -0.1, 0.1], [-0.2, 0.2, 0.0], [-0.1, -0.2, -0.1], [0.1, 0.1, 0.0], [0.0, -0.2, 0.3], [0.0, 0.1, -0.1], [-0.3, 0.3, -0.1], [1.6, 0.5, -2.5], [-3.5, -5.6, 8.2], [0.0, 1.1, -1.7], [0.3, 0.9, -1.8], [0.5, 0.4, 0.5], [0.5, 3.1, -1.6], [0.7, -0.4, -0.5], [0.3, 0.0, -0.2], [-0.2, -0.1, 0.3], [0.1, -0.2, -0.5], [0.1, 0.1, -0.2], [0.0, 0.0, 0.3], [-0.1, -0.1, -0.1], [0.0, 0.1, -0.1], [0.2, -0.3, -0.1], [-0.1, 0.2, 0.1]],
  "lowdin_charge": [-0.144, -0.136, -0.320, 0.036, 0.007, 0.072, 0.021, 0.090, -0.052, -0.179, -0.302, -0.630, 0.801, 0.098, 0.089, 0.082, 0.077, 0.116, 0.122, 0.132, 0.155, 0.148, 0.137, 0.129, 0.120, 0.122, 0.098, 0.083, 0.051, 0.134, -0.129, -0.298, 0.765, -0.287, -0.259, -0.123, -0.279, -0.178, 0.092, 0.090, 0.097, 0.096, 0.090, 0.089, 0.067, 0.085, 0.082, -0.138, -0.296, 0.760, -0.314, -0.244, -0.112, -0.282, -0.156, 0.090, 0.081, 0.094, 0.101, 0.092, 0.074, 0.087, 0.084, 0.081, -0.134, -0.304, 0.760, -0.282, -0.250, -0.126, -0.269, -0.163, 0.089, 0.087, 0.097, 0.095, 0.086, 0.089, 0.084, 0.082, 0.047, -0.136, -0.308, 0.762, -0.280, -0.249, -0.128, -0.254, -0.260, 0.087, 0.087, 0.096, 0.094, 0.084, 0.088, 0.039, 0.071, 0.056, -0.135, -0.304, 0.763, -0.293, -0.248, -0.127, -0.256, -0.160, 0.091, 0.090, 0.063, 0.091, 0.087, 0.091, 0.082, 0.079, 0.088],
  "charge": 1,
  "gap_ev": 5.8,
  "energy_ev": -126595.47149
}